Molecular formula: C9H19N2O
Method: DFT, ωB97M-V/def2-TZVPD

Geometry as ORCA input:
```
! RIJCOSX wB97M-V def2-TZVPD def2/J DEFGRID3
* xyz 1 1
C -2.2234 -1.8162 -0.1701
C -1.2123 -1.2874 0.4431
C 2.1237 0.5810 -0.2529
C 1.9755 0.5021 -1.6940
C -1.7710 1.6484 -1.1372
C -1.7344 1.2713 1.3487
C 1.9604 -2.1218 0.1389
C -0.2743 -0.2580 -0.0896
C -0.9162 1.2532 0.1108
N 1.2284 -0.0498 1.7531
N 1.0452 -0.2378 0.4991
O 3.0122 1.0588 0.3489
H -2.9140 -2.4315 0.3935
H -2.4359 -1.6402 -1.2323
H -0.9324 -1.5622 1.3601
H 0.9279 0.3557 -2.0164
H 2.4686 1.3493 -2.3201
H 2.5904 -0.3891 -2.0413
H -2.5495 0.9866 -1.4259
H -1.0405 1.7237 -1.8996
H -2.1831 2.6196 -1.0975
H -2.5110 0.5751 1.2235
H -2.1169 2.2316 1.6331
H -1.2573 1.0863 2.4056
H 1.3311 -2.8265 -0.4007
H 2.9380 -1.8507 -0.3262
H 2.1446 -2.3214 1.1908
H -0.1846 -0.3906 -1.2075
H -0.1682 1.9705 0.0862
H 0.6803 -0.5682 2.3921
H 1.9987 0.5378 1.9838
*
```

Summary:
E_HOMO (spin up / spin down)   -13.2 / -13.2 eV
ΔE to the lowest compared entry with this formula, charge and spin   538.7 kJ/mol
E   -538.64409 hartree
LUMO (spin up / spin down)   -4.5979 / -4.5990 eV
Orbital gap (spin up / spin down)   8.6 / 8.6 eV


Molecular formula: C7H11N2OS
Method: DFT, ωB97M-V/def2-TZVPD

Geometry as ORCA input:
```
! RIJCOSX wB97M-V def2-TZVPD def2/J DEFGRID3
* xyz 1 1
C -1.1116 1.4094 0.4192
C 0.2894 1.6022 0.3614
C -1.9382 0.3123 0.1518
C 1.3343 0.6332 0.2930
C 2.6850 0.8351 -0.2792
C 1.0934 -0.6524 0.5641
C -2.8750 -1.8939 -0.5458
N 3.1707 2.1227 -0.1983
N -1.7691 -0.9199 -0.3046
O 3.2741 -0.1152 -0.8381
S 2.0579 -2.0060 0.1932
H -1.6702 2.2543 0.3165
H 0.5759 2.6043 0.4571
H -3.0079 0.5014 0.2852
H 0.1309 -0.8920 1.0948
H -2.6133 -2.2513 -1.6069
H -3.0138 -2.6603 0.2518
H -3.9486 -1.4938 -0.5982
H 3.0818 2.8570 0.4908
H 3.9658 2.1207 -0.8400
H -0.9256 -1.3731 -0.6195
H 1.2142 -2.9946 0.9518
*
```

Summary:
E_HOMO   -12.6 eV
ΔE to the lowest compared entry with this formula, charge and spin   160.3 kJ/mol
E   -855.94867 hartree
LUMO   -5.4011 eV
Orbital gap   7.2 eV


Molecular formula: C37H47N2O3SeW
Method: DFT, ωB97M-V/def2-TZVPD

Geometry as ORCA input:
```
! RIJCOSX wB97M-V def2-TZVPD def2/J DEFGRID3
* xyz 3 1
W -1.4422 0.8265 -0.0973
C 3.5866 -1.4549 -5.7670
C 3.7664 -1.0874 -4.2925
C 4.3194 -2.3049 -3.5346
C 4.7703 0.0777 -4.1950
C 2.4588 -0.6439 -3.6531
C 2.4711 -0.2097 -2.3202
C 1.3063 0.2415 -1.7635
Se 1.1857 1.2918 -0.0755
C 1.3687 0.3948 1.6754
C 2.5645 0.1791 2.2979
C 2.5606 -0.1362 3.6665
C 1.3404 -0.1597 4.3313
C 0.0935 0.0620 3.7329
C 0.1385 0.3125 2.3608
O -0.9571 0.5164 1.5577
C -1.1578 0.0445 4.6299
C -2.5089 0.2725 3.9385
C -1.2224 -1.3175 5.3391
C -0.9774 1.1650 5.6702
C 3.8865 -0.3817 4.3690
C 4.7898 0.8511 4.1758
C 4.5623 -1.6108 3.7370
C 3.7064 -0.6275 5.8680
C 0.1056 0.2852 -2.4918
O -0.9846 0.7555 -1.7834
C 0.0479 -0.1490 -3.8217
C 1.2537 -0.5995 -4.3558
C -1.2537 -0.1187 -4.6423
C -0.9830 -0.5853 -6.0734
C -1.8048 1.3195 -4.7220
C -2.2931 -1.0845 -4.0363
H 4.5503 -1.7517 -6.1776
H 3.2306 -0.6059 -6.3539
H 2.9053 -2.2978 -5.8970
H 5.2615 -2.6094 -3.9893
H 3.6314 -3.1502 -3.5860
H 4.5168 -2.0788 -2.4850
H 5.6923 -0.1966 -4.7062
H 5.0258 0.3138 -3.1611
H 4.3747 0.9775 -4.6697
H 3.3871 -0.2201 -1.7455
H 3.4932 0.2684 1.7514
H 1.3459 -0.3576 5.3931
H -2.7247 -0.4905 3.1885
H -2.5794 1.2690 3.4956
H -3.2879 0.2028 4.6970
H -1.3365 -2.1304 4.6195
H -2.0727 -1.3384 6.0205
H -0.3244 -1.5058 5.9259
H -0.8978 2.1421 5.1894
H -0.0844 1.0103 6.2743
H -1.8348 1.1802 6.3432
H 5.0582 1.0041 3.1296
H 5.7150 0.7070 4.7322
H 4.3077 1.7568 4.5483
H 4.7496 -1.4689 2.6709
H 3.9561 -2.5085 3.8679
H 5.5231 -1.7777 4.2230
H 3.2618 0.2341 6.3703
H 4.6842 -0.7947 6.3171
H 3.1029 -1.5153 6.0663
H 1.2477 -0.9299 -5.3832
H -0.2795 0.0786 -6.5779
H -1.9130 -0.5722 -6.6406
H -0.5943 -1.6041 -6.1009
H -1.0374 2.0044 -5.0853
H -2.1731 1.6925 -3.7672
H -2.6370 1.3458 -5.4251
H -1.9361 -2.1135 -4.0973
H -3.2225 -1.0165 -4.6031
H -2.5294 -0.8718 -2.9977
O -2.8250 -0.3191 -0.1070
C -4.2033 -0.3946 -0.0795
C -4.8340 -1.6209 -0.0802
C -6.2174 -1.6726 -0.0555
C -6.9560 -0.4943 -0.0332
C -6.3172 0.7285 -0.0304
C -4.9181 0.8147 -0.0530
C -4.2371 2.0962 -0.0524
N -2.8885 2.3087 -0.0527
C -2.6664 3.6946 -0.0605
C -3.8685 4.2980 -0.0628
N -4.8153 3.2973 -0.0590
H -4.2297 -2.5190 -0.1031
H -6.7189 -2.6306 -0.0547
H -8.0364 -0.5352 -0.0184
H -6.9191 1.6279 -0.0089
H -1.6745 4.1124 -0.0630
H -4.1162 5.3462 -0.0672
H -5.8129 3.4562 -0.0572
*
```

Summary:
E_HOMO   -16.7 eV
E   -4240.90367 hartree
LUMO   -12.1333 eV
Orbital gap   4.6 eV


Molecular formula: C6H10N
Method: DFT, ωB97M-V/def2-TZVPD

Geometry as ORCA input:
```
! RIJCOSX wB97M-V def2-TZVPD def2/J DEFGRID3
* xyz 1 1
C 0.0788 -1.9396 -1.0331
C 1.1184 -1.2429 -0.5889
C 1.3446 -0.4605 0.3826
C 1.3049 0.8097 1.0314
N 0.0152 0.4238 0.2561
C -1.1625 0.0138 0.9564
C -0.1703 1.0981 -0.9940
H -0.0627 -2.2049 -2.0805
H -0.3396 -2.6869 -0.3991
H 1.0725 0.9270 2.1137
H 2.1405 1.3495 0.6705
H -1.1513 0.0392 2.0595
H -1.9251 0.7909 0.7342
H -1.5555 -0.9458 0.7105
H -0.9366 1.9600 -0.8820
H 0.7628 1.6175 -1.2368
H -0.5342 0.4509 -1.7005
*
```

Summary:
E_HOMO   -14.3 eV
ΔE to the lowest compared entry with this formula, charge and spin   478.9 kJ/mol
E   -288.90055 hartree
LUMO   -4.2415 eV
SMILES   C=C=C1C[N+]1(C)C
Orbital gap   10.0 eV


Molecular formula: C52H53Cl4GeNO2PSbY
Method: DFT, ωB97M-V/def2-TZVPD

Geometry as ORCA input:
```
! RIJCOSX wB97M-V def2-TZVPD def2/J DEFGRID3
* xyz -1 1
Y 0.0255 -0.2655 -0.3156
N -1.0554 1.7638 0.8489
C -0.1591 2.6404 1.5801
C -0.3432 4.0134 1.5390
C 0.4832 4.8340 2.2967
C 1.4530 4.2648 3.1133
C 1.6249 2.8863 3.1319
C 0.8480 2.0566 2.3343
P 1.1274 0.2138 2.2022
C -0.4028 -0.1465 3.2413
C -1.3839 -0.9106 2.6230
C -2.6458 -1.0912 3.1808
C -2.9615 -0.4543 4.3733
C -2.0041 0.3393 5.0014
C -0.7411 0.4798 4.4437
C 2.7361 0.9669 0.5417
C 2.8136 0.7927 -0.8334
C 3.8816 1.2109 -1.6377
C 4.9465 1.8646 -1.0549
C 4.9204 2.0789 0.3254
C 3.8458 1.6446 1.0817
H -1.6435 1.2724 1.5241
H -1.7083 2.3090 0.2991
H -1.1367 4.4411 0.9329
H 0.3536 5.9086 2.2651
H 2.0793 4.8991 3.7304
H 2.3799 2.4264 3.7640
H -1.1901 -1.4198 1.6715
H -3.3779 -1.7156 2.6819
H -3.9476 -0.5753 4.8071
H -2.2395 0.8372 5.9357
H 0.0061 1.0856 4.9464
H 2.0482 0.2602 -1.4154
H 3.8791 1.0106 -2.7046
H 5.7861 2.1931 -1.6555
H 5.7531 2.5811 0.8086
H 3.8822 1.8191 2.1537
Cl -4.1568 -4.6909 -3.8586
C -2.7967 -4.0049 -3.0399
C -1.5840 -4.6705 -3.0108
Cl -1.4095 -6.2059 -3.7853
C -0.4856 -4.0942 -2.3517
Cl 1.0499 -4.8896 -2.3077
C -0.5932 -2.8596 -1.7354
O 0.3973 -2.2406 -1.1133
C -1.8540 -2.1880 -1.7355
O -1.9002 -1.0250 -1.1060
C -2.9243 -2.7628 -2.3987
Cl -4.4307 -1.9006 -2.4188
C -1.3612 1.5496 -5.8109
C -1.4174 0.6760 -4.5625
C -0.5501 -0.5733 -4.7269
Sb -0.8454 1.6963 -2.7429
C 0.2056 3.4116 -3.5075
C 1.5671 2.9807 -4.0488
C 0.3701 4.4290 -2.3778
C -2.7226 2.6722 -2.2423
C -3.3443 3.4081 -3.4229
C -3.7144 1.6667 -1.6578
H -1.6973 0.9713 -6.6784
H -0.3398 1.8781 -6.0195
H -1.9881 2.4382 -5.7400
H -2.4478 0.3652 -4.3657
H 0.5019 -0.3093 -4.8706
H -0.8680 -1.1455 -5.6048
H -0.6154 -1.2374 -3.8629
H -0.3965 3.8383 -4.3132
H 2.1860 2.5688 -3.2488
H 2.1058 3.8373 -4.4680
H 1.4848 2.2247 -4.8348
H 0.9076 3.9968 -1.5277
H -0.5904 4.8023 -2.0133
H 0.9492 5.2933 -2.7197
H -2.4467 3.4114 -1.4817
H -3.6616 2.7041 -4.1954
H -2.6644 4.1338 -3.8739
H -4.2387 3.9490 -3.0941
H -3.9647 0.8926 -2.3868
H -4.6457 2.1715 -1.3779
H -3.3358 1.1327 -0.7870
C 2.3809 -0.4438 3.1912
Ge 2.1042 -1.8726 4.3714
C 1.3766 -1.4192 6.1580
C 0.0726 -1.6862 6.5714
C -0.3758 -1.3091 7.8325
C 0.4787 -0.6524 8.7067
C 1.7821 -0.3740 8.3131
C 2.2209 -0.7573 7.0528
C 3.8807 -2.6291 4.7688
C 4.0171 -3.9672 5.1453
C 5.2596 -4.5059 5.4531
C 6.3962 -3.7095 5.3893
C 6.2806 -2.3787 5.0134
C 5.0333 -1.8470 4.7050
C 1.0170 -3.3571 3.6726
C 0.3653 -4.2871 4.4841
C -0.3900 -5.3166 3.9327
C -0.4996 -5.4372 2.5530
C 0.1609 -4.5350 1.7292
C 0.9115 -3.5095 2.2896
H 3.3541 -0.4546 2.7139
H -0.6177 -2.1716 5.8893
H -1.3974 -1.5198 8.1297
H 0.1297 -0.3578 9.6896
H 2.4541 0.1413 8.9905
H 3.2413 -0.5355 6.7516
H 3.1380 -4.6029 5.1870
H 5.3453 -5.5488 5.7381
H 7.3685 -4.1267 5.6261
H 7.1658 -1.7549 4.9553
H 4.9529 -0.8070 4.4033
H 0.4425 -4.2125 5.5638
H -0.8945 -6.0235 4.5820
H -1.0901 -6.2357 2.1191
H 0.0980 -4.6281 0.6494
H 1.4324 -2.8103 1.6428
*
```

Summary:
E_HOMO   -3.7 eV
ΔE to the lowest compared entry with this formula, charge and spin   131.5 kJ/mol
E   -6756.25451 hartree
LUMO   2.1197 eV
Orbital gap   5.8 eV


Molecular formula: C7H10
Method: DFT, ωB97M-V/def2-TZVPD

Geometry as ORCA input:
```
! RIJCOSX wB97M-V def2-TZVPD def2/J DEFGRID3
* xyz 0 1
C -0.2295 -0.6581 1.5823
C 0.5216 -1.2235 0.4193
C -0.9938 -1.1012 0.3684
C -0.8990 -0.1077 -0.8044
C -0.7472 1.4323 -0.5019
C 0.7611 1.2117 -0.6328
C 0.6599 -0.1949 -0.7235
H -0.3130 -1.3242 2.4379
H -0.1226 0.3899 1.8520
H 1.1347 -2.1162 0.5023
H -1.7300 -1.8966 0.4343
H -1.4728 -0.3577 -1.6979
H -1.1270 1.6984 0.4889
H -1.1749 2.1227 -1.2371
H 1.4077 1.8311 -1.2411
H 2.3656 0.5632 -0.2591
H 1.9591 -0.2692 -0.9878
*
```

Summary:
E_HOMO   -8.2 eV
ΔE to the lowest compared entry with this formula, charge and spin   789.4 kJ/mol
E   -272.41735 hartree
LUMO   0.3966 eV
Orbital gap   8.6 eV